Molecular formula: C22H27N3O2
Method: DFT, the ωB97M-V functional and the def2-TZVPD basis

Geometry as XYZ:
```
54
C22H27N3O2, DFT the ωB97M-V functional and the def2-TZVPD basis
C -6.388 -1.550 -0.602
C -5.244 -0.641 -0.268
C -4.804 0.304 -1.192
C -3.753 1.145 -0.900
C -3.105 1.069 0.335
O -2.082 1.958 0.512
C -1.221 1.822 1.617
C -0.293 0.601 1.491
N 0.536 0.703 0.325
C 0.414 0.061 -0.875
C -0.597 -0.991 -1.177
C -0.245 -2.320 -0.481
N 1.152 -2.656 -0.617
C 2.046 -2.355 0.359
O 1.706 -1.925 1.442
C 3.493 -2.641 -0.022
C 4.076 -1.387 -0.679
C 4.293 -3.028 1.218
N 1.322 0.414 -1.742
C 2.099 1.353 -1.113
C 3.207 2.059 -1.564
C 3.809 2.933 -0.685
C 3.334 3.106 0.616
C 2.233 2.417 1.083
C 1.617 1.542 0.202
C -3.542 0.135 1.265
C -4.600 -0.705 0.956
H -6.188 -2.092 -1.525
H -7.300 -0.972 -0.748
H -6.559 -2.269 0.195
H -5.292 0.376 -2.152
H -3.406 1.876 -1.613
H -0.626 2.739 1.609
H -1.779 1.771 2.560
H -0.886 -0.311 1.423
H 0.346 0.532 2.375
H -0.583 -1.133 -2.259
H -1.599 -0.677 -0.881
H -0.433 -2.259 0.593
H -0.854 -3.125 -0.902
H 1.492 -2.829 -1.550
H 3.511 -3.466 -0.743
H 4.082 -0.563 0.031
H 5.098 -1.574 -1.001
H 3.487 -1.086 -1.542
H 5.344 -3.156 0.969
H 4.198 -2.249 1.970
H 3.916 -3.957 1.641
H 3.576 1.917 -2.568
H 4.674 3.498 -1.003
H 3.843 3.796 1.273
H 1.878 2.552 2.094
H -3.079 0.050 2.237
H -4.924 -1.425 1.694
```

Gap between HOMO and LUMO (eV): 8.994
Highest occupied orbital energy (eV): -8.28
LUMO (hartree): 0.0262

So, what does the natural (NBO) scheme give us? The charges, in e, come out as: -0.62 -0.05 -0.19 -0.26 0.37 -0.51 -0.08 -0.24 -0.37 0.43 -0.47 -0.22 -0.62 0.70 -0.65 -0.31 -0.60 -0.60 -0.51 0.16 -0.23 -0.23 -0.22 -0.24 0.09 -0.33 -0.18 0.22 0.22 0.21 0.21 0.23 0.21 0.18 0.23 0.23 0.24 0.24 0.22 0.20 0.40 0.20 0.22 0.21 0.22 0.21 0.23 0.21 0.22 0.21 0.21 0.21 0.22 0.21